Molecular formula: C68H187N17O17
Method: DFT, wB97M-V/def2-TZVPD

```
289
Properties=species:S:1:pos:R:3:forces:R:3
C -6.038 -1.777 1.202 0.860 0.042 1.061
C -5.589 -1.320 2.643 -0.944 0.008 -0.306
C -5.745 0.165 2.956 0.894 0.101 -0.561
O -5.147 1.050 2.049 0.100 1.214 -1.435
C -3.790 0.893 1.700 0.300 -0.713 0.169
N -6.396 -2.026 3.649 0.217 -0.622 -0.653
H -5.720 -2.794 0.976 0.399 -0.065 0.297
H -5.572 -1.127 0.460 -0.391 0.134 -0.094
H -7.119 -1.861 1.090 -0.115 0.689 0.079
H -4.527 -1.483 2.823 0.048 -0.712 -0.267
H -5.211 0.323 3.893 -0.457 -0.095 0.684
H -6.791 0.468 3.009 -0.013 -0.045 0.140
H -3.087 1.019 2.523 -0.081 0.109 0.571
H -3.467 1.596 0.932 -0.645 0.212 -0.019
H -3.569 -0.097 1.299 -0.073 -0.205 -0.145
H -7.355 -1.877 3.370 -0.291 -0.127 0.212
H -6.279 -1.651 4.580 0.235 0.140 0.173
C 6.370 2.713 -6.843 0.201 -0.236 0.949
C 5.221 2.140 -7.645 1.404 -1.305 0.370
C 3.851 2.169 -7.019 0.025 0.291 0.710
O 3.796 1.310 -5.902 -1.633 0.022 0.434
C 2.435 1.231 -5.394 0.641 -0.198 0.075
N 5.178 2.757 -8.905 -1.269 2.096 -1.959
H 6.434 3.800 -6.894 -0.020 0.021 -0.234
H 7.303 2.240 -7.150 0.129 0.340 -0.412
H 6.342 2.450 -5.785 -0.447 -0.016 0.112
H 5.526 1.138 -7.947 -0.366 -0.983 1.366
H 3.076 1.856 -7.718 -0.016 0.064 -0.415
H 3.600 3.157 -6.633 -0.005 0.454 -0.483
H 2.046 2.162 -4.980 0.496 0.296 0.158
H 2.446 0.456 -4.628 -0.115 0.200 0.041
H 1.687 0.959 -6.138 0.320 -0.271 -0.514
H 6.055 2.856 -9.396 0.013 -0.239 0.197
H 4.512 2.239 -9.461 0.178 0.221 -0.554
C -3.189 -1.210 5.438 -0.699 1.008 0.391
C -3.465 -1.124 6.992 0.975 1.003 -1.592
C -4.822 -0.353 7.279 0.360 -1.653 -0.125
O -5.830 -1.070 6.615 -0.071 -1.000 -0.677
C -7.152 -0.729 6.949 0.599 -0.237 0.137
N -3.366 -2.474 7.509 -1.534 0.096 1.144
H -3.308 -0.244 4.948 -0.192 0.234 0.005
H -3.912 -1.895 4.995 -0.001 -0.076 0.002
H -2.191 -1.512 5.120 0.166 -0.352 0.651
H -2.678 -0.531 7.459 0.033 0.233 -0.066
H -4.844 0.676 6.918 0.619 0.200 -0.020
H -5.140 -0.375 8.322 0.725 0.202 0.480
H -7.326 0.281 6.576 -0.696 -0.011 -0.111
H -7.317 -0.761 8.026 0.091 0.164 0.275
H -7.760 -1.533 6.533 -0.314 0.495 -0.324
H -4.265 -2.874 7.282 -0.088 -0.671 0.105
H -2.658 -3.054 7.081 0.100 0.359 -0.248
C -3.099 4.905 0.809 0.875 0.361 -0.530
C -2.512 4.991 -0.591 -0.076 -2.183 -0.757
C -1.016 5.350 -0.631 -0.483 1.600 1.073
O -0.979 6.662 -0.126 -1.649 1.572 0.874
C 0.227 7.316 -0.025 1.309 -0.568 -0.371
N -2.643 3.688 -1.296 0.664 0.760 0.018
H -3.179 5.972 1.017 -0.430 -0.267 1.138
H -2.405 4.376 1.462 0.251 0.319 0.266
H -4.016 4.320 0.878 -0.223 0.500 -0.311
H -3.149 5.642 -1.190 0.494 0.661 0.117
H -0.575 5.338 -1.628 -0.149 -0.302 -0.239
H -0.406 4.791 0.078 -0.078 -0.992 -0.211
H 0.232 8.298 0.448 -1.003 0.164 -0.355
H 0.625 7.363 -1.038 0.670 0.388 -0.042
H 0.925 6.789 0.626 0.358 -0.609 -0.073
H -2.013 3.056 -0.823 -0.010 -0.261 0.446
H -2.048 3.874 -2.090 -0.222 -0.339 -1.091
C 6.809 -0.680 -4.586 -1.165 0.154 0.864
C 5.503 -1.219 -3.861 1.100 0.307 -0.231
C 5.173 -0.622 -2.468 2.102 0.095 -0.729
O 4.371 -1.521 -1.762 -0.662 0.688 1.007
C 4.080 -1.114 -0.403 -0.344 -1.515 -0.580
N 4.412 -1.148 -4.792 -0.628 -0.321 0.069
H 7.623 -0.579 -3.868 0.142 -0.141 -0.130
H 6.638 0.296 -5.039 -0.183 0.214 0.221
H 7.085 -1.308 -5.432 -0.039 -0.335 0.311
H 5.700 -2.269 -3.644 -0.012 -0.218 0.017
H 4.809 0.405 -2.485 -0.559 0.115 -0.195
H 6.137 -0.564 -1.962 0.329 0.141 0.382
H 3.608 -2.028 -0.043 -0.288 0.325 0.473
H 3.397 -0.272 -0.297 -0.065 0.154 -0.413
H 4.932 -0.950 0.257 0.547 0.122 -0.451
H 4.268 -0.192 -5.087 0.473 -0.025 -0.258
H 3.584 -1.365 -4.256 -0.411 -0.467 -0.086
C 0.734 -5.279 -6.225 -0.418 0.801 0.105
C 1.110 -4.179 -7.269 -2.375 -0.051 0.348
C 1.012 -2.740 -6.771 0.009 0.102 0.424
O -0.306 -2.497 -6.340 0.143 -0.460 0.420
C -0.521 -1.232 -5.781 -0.767 -0.117 -0.020
N 2.341 -4.512 -7.901 1.693 0.114 0.797
H 1.324 -5.315 -5.309 0.839 -0.032 -0.329
H 0.683 -6.251 -6.717 0.286 0.036 0.073
H -0.249 -5.095 -5.790 -0.332 0.218 -0.464
H 0.298 -4.236 -7.994 -0.079 -0.093 -0.331
H 1.235 -2.016 -7.554 0.199 -0.059 -0.583
H 1.733 -2.509 -5.986 0.220 -0.209 0.464
H -1.595 -1.223 -5.596 -0.068 0.535 -0.199
H -0.207 -0.442 -6.464 -0.169 0.224 -0.194
H -0.061 -1.030 -4.814 0.565 -0.410 0.198
H 2.789 -3.723 -8.343 -0.629 0.508 -1.039
H 2.939 -4.455 -7.089 0.912 -1.069 0.482
C -3.810 -7.577 0.327 1.487 -0.820 -0.938
C -4.104 -6.845 1.591 -1.034 0.773 1.295
C -3.843 -5.323 1.582 0.890 -0.819 -0.253
O -2.482 -5.116 1.312 0.599 0.453 -0.389
C -2.149 -3.746 1.165 -0.009 -0.514 -0.343
N -5.498 -7.088 1.927 -1.058 -0.087 -0.051
H -4.252 -8.573 0.282 -0.566 0.196 0.265
H -2.754 -7.836 0.249 0.292 0.374 0.090
H -4.020 -7.061 -0.610 -0.390 0.298 0.155
H -3.587 -7.287 2.442 0.639 0.039 -0.195
H -3.990 -4.837 2.547 -0.881 -0.190 0.246
H -4.460 -4.872 0.805 -0.270 0.233 -0.111
H -1.071 -3.719 1.007 -0.080 0.263 0.069
H -2.438 -3.132 2.018 0.046 -0.054 0.369
H -2.647 -3.326 0.291 -0.063 0.124 -0.213
H -6.097 -6.939 1.128 -0.048 -0.072 -0.302
H -5.861 -6.456 2.626 0.195 0.107 0.333
C 3.884 0.217 5.090 -0.429 -0.146 -1.302
C 5.316 0.584 4.671 0.511 -1.546 -0.065
C 5.682 -0.106 3.271 -1.218 0.237 1.061
O 5.698 -1.526 3.327 0.748 0.038 0.842
C 6.675 -2.114 4.199 -0.278 0.109 -0.843
N 5.515 2.028 4.609 -0.412 0.052 -0.213
H 3.292 0.446 4.204 -0.655 0.948 0.263
H 3.519 0.641 6.026 0.127 0.555 -0.237
H 3.565 -0.824 5.141 1.127 -0.535 0.215
H 5.969 0.185 5.447 0.354 -0.293 -0.060
H 6.563 0.313 2.784 0.452 -0.013 0.346
H 4.859 0.066 2.578 -0.131 0.373 0.056
H 7.668 -1.797 3.880 0.196 0.048 0.163
H 6.594 -3.191 4.055 -0.005 0.048 0.041
H 6.519 -1.886 5.254 -0.085 0.142 0.001
H 5.039 2.474 5.380 -0.176 0.085 0.052
H 6.490 2.270 4.711 0.185 -0.106 -0.048
C 0.590 0.431 -1.954 1.284 -1.056 -0.004
C -0.293 0.223 -0.770 -0.390 0.321 1.156
C 0.409 -0.075 0.598 -1.154 0.318 -1.308
O -0.625 -0.174 1.631 1.903 0.078 -0.912
C -0.056 -0.837 2.744 -1.235 -0.649 0.577
N -1.071 1.433 -0.610 0.003 0.367 0.769
H 0.041 0.365 -2.893 -0.088 0.103 0.039
H 1.320 -0.379 -1.933 0.241 -0.162 -0.497
H 1.148 1.366 -1.911 -0.201 0.164 0.119
H -1.012 -0.579 -0.937 0.290 -0.565 -0.133
H 1.090 0.736 0.855 0.100 0.086 0.068
H 0.980 -0.994 0.468 -0.044 -0.274 0.408
H 0.873 -0.468 3.179 0.239 0.391 -0.578
H 0.064 -1.893 2.502 0.301 -0.136 0.008
H -0.808 -0.768 3.530 -0.058 -0.078 0.087
H -1.356 1.390 0.358 -0.549 0.377 0.244
H -1.912 1.326 -1.159 -0.443 -0.235 -0.131
C -0.256 1.627 4.774 0.399 0.682 0.787
C -0.740 2.824 5.626 -1.239 -0.208 -2.022
C -0.773 4.175 4.795 -0.174 -1.912 0.421
O 0.517 4.473 4.399 1.222 1.092 -0.331
C 0.636 5.501 3.411 -0.414 -0.789 -0.363
N -2.145 2.481 6.034 1.164 0.974 1.247
H 0.793 1.707 4.491 -0.039 0.276 -0.246
H -0.881 1.495 3.890 0.017 0.003 -0.027
H -0.306 0.747 5.415 -0.277 -0.162 -0.086
H -0.091 2.918 6.497 -0.306 0.094 0.183
H -1.272 4.988 5.322 0.086 0.198 0.412
H -1.404 3.938 3.938 -0.201 0.058 -0.461
H 0.273 6.489 3.694 0.038 0.023 0.544
H 0.043 5.206 2.545 -0.202 -0.045 -0.268
H 1.665 5.563 3.057 0.021 -0.016 0.464
H -2.430 3.343 6.476 -0.672 -0.041 0.502
H -2.833 2.333 5.310 0.493 -0.074 -0.717
C 3.020 -5.446 -1.427 -0.468 -1.031 0.158
C 1.975 -4.688 -2.233 0.024 0.382 1.988
C 1.160 -3.683 -1.372 -0.559 -0.225 0.952
O 0.280 -2.796 -2.075 1.184 -0.232 -0.185
C -0.907 -3.398 -2.519 0.038 -0.166 -0.047
N 2.703 -3.872 -3.188 -1.094 -0.806 -0.767
H 2.610 -6.216 -0.773 -0.294 0.242 0.176
H 3.655 -4.819 -0.802 0.115 0.184 -0.280
H 3.598 -6.015 -2.156 0.399 0.314 0.002
H 1.269 -5.419 -2.627 0.195 0.070 -0.767
H 1.865 -3.078 -0.802 0.212 0.421 -0.335
H 0.550 -4.104 -0.573 -0.093 -0.847 0.029
H -0.766 -4.300 -3.113 0.345 0.023 -0.407
H -1.385 -2.631 -3.128 -0.397 -0.233 0.138
H -1.502 -3.748 -1.676 -0.376 0.350 0.212
H 3.129 -3.172 -2.597 0.474 0.517 -0.202
H 1.891 -3.438 -3.603 0.348 1.006 -0.935
C 2.947 2.909 2.022 0.510 -0.791 0.736
C 4.193 2.632 1.164 0.123 1.441 -0.345
C 3.966 3.169 -0.281 1.032 -1.097 0.404
O 5.153 2.899 -1.031 0.112 -0.219 0.630
C 5.286 3.593 -2.233 0.608 -0.337 -0.338
N 5.350 3.316 1.810 -0.906 0.184 -0.477
H 2.120 2.231 1.813 -0.171 0.305 -0.512
H 2.629 3.949 2.103 0.094 -0.078 -0.500
H 3.206 2.619 3.040 0.145 0.123 0.243
H 4.365 1.556 1.141 -0.160 -0.222 -0.328
H 3.722 4.231 -0.257 0.079 0.196 0.007
H 3.185 2.603 -0.790 -0.611 0.074 0.214
H 5.485 4.644 -2.023 -0.416 0.279 -0.372
H 4.501 3.377 -2.957 -0.706 0.467 0.190
H 6.146 3.194 -2.770 0.400 -0.023 0.351
H 6.238 3.207 1.342 -0.189 -0.232 -0.413
H 5.441 2.963 2.752 -0.042 -0.037 0.207
C 1.367 4.549 -3.655 -1.676 -0.054 1.840
C 0.549 4.702 -4.886 -0.241 0.347 -2.086
C -0.574 5.741 -4.958 0.291 0.464 0.999
O -1.524 5.280 -4.040 -1.624 0.627 0.360
C -2.828 5.913 -4.083 0.834 0.069 0.235
N 1.500 4.973 -5.958 -0.561 -0.140 -0.809
H 2.331 4.051 -3.751 -0.086 0.405 -0.396
H 0.761 3.934 -2.990 0.201 -0.142 0.456
H 1.388 5.519 -3.158 0.737 0.108 0.123
H -0.087 3.842 -5.096 0.797 -0.871 -0.196
H -1.039 5.901 -5.930 0.063 -0.943 -0.626
H -0.207 6.755 -4.801 0.235 0.411 0.972
H -2.911 6.699 -3.332 0.154 -0.064 0.324
H -3.584 5.153 -3.885 0.071 -0.010 -0.110
H -3.018 6.435 -5.021 0.071 -0.388 -0.381
H 1.932 5.861 -5.744 0.464 0.196 0.196
H 0.905 5.210 -6.739 0.257 -0.119 -0.826
C -5.461 -0.724 -3.641 0.352 0.283 -0.221
C -4.024 -0.107 -3.337 -1.817 0.270 -0.472
C -3.752 1.237 -4.094 0.324 -0.425 0.416
O -3.679 1.059 -5.486 -0.049 -0.251 -0.535
C -3.183 2.188 -6.172 0.352 0.177 0.276
N -3.901 0.179 -1.897 0.712 -0.109 -1.203
H -6.330 -0.089 -3.465 0.358 0.807 0.225
H -5.688 -1.565 -2.987 0.493 -0.308 0.013
H -5.615 -1.046 -4.671 0.444 -0.146 -0.113
H -3.294 -0.850 -3.659 0.201 0.095 -0.023
H -2.826 1.664 -3.709 0.580 -0.220 0.073
H -4.458 2.040 -3.882 -0.745 -0.175 0.294
H -2.114 2.331 -6.016 0.412 -0.325 0.093
H -3.597 3.128 -5.807 -0.589 0.087 0.023
H -3.344 2.102 -7.247 -0.245 -0.228 0.165
H -4.571 0.925 -1.774 -0.336 0.247 0.942
H -4.218 -0.626 -1.376 -0.090 -0.072 0.120
C 1.218 -3.501 7.596 0.799 -0.079 1.557
C 2.256 -2.894 6.642 -1.581 -0.538 0.714
C 3.641 -3.616 6.681 -1.332 1.109 0.667
O 4.195 -3.546 8.001 0.269 0.934 -1.053
C 5.540 -4.005 7.915 -0.418 -1.157 1.167
N 1.623 -2.915 5.304 1.275 -0.593 -0.147
H 1.124 -4.586 7.552 -0.207 -0.107 -0.761
H 0.251 -3.002 7.533 0.002 -0.121 -0.306
H 1.526 -3.395 8.636 0.173 0.347 0.189
H 2.411 -1.873 6.990 0.133 0.166 -0.351
H 4.282 -3.025 6.026 0.190 -0.520 -0.500
H 3.522 -4.671 6.436 0.162 -0.087 -0.595
H 6.111 -3.757 7.020 -0.339 0.346 -0.176
H 5.435 -5.087 7.989 0.589 -0.359 -0.305
H 6.106 -3.712 8.799 -0.204 0.349 -0.023
H 1.321 -3.865 5.141 0.007 -0.251 -0.134
H 0.798 -2.364 5.118 0.112 0.515 0.708
C -7.656 2.840 -1.101 -1.260 0.941 -0.075
C -6.359 3.389 -1.627 -0.687 -0.752 -0.517
C -6.050 4.873 -1.388 -0.980 0.099 -1.068
O -7.072 5.824 -1.749 0.448 -1.136 2.300
C -7.426 5.916 -3.073 0.483 1.469 -0.278
N -5.332 2.570 -1.070 0.442 -0.118 0.578
H -7.745 1.754 -1.088 0.567 0.024 -0.024
H -8.404 3.180 -1.817 -0.588 0.141 0.422
H -7.882 3.230 -0.109 -0.180 -0.024 0.101
H -6.458 3.147 -2.685 0.602 0.456 -0.477
H -5.168 5.059 -2.002 0.361 0.293 0.005
H -5.802 5.045 -0.340 -0.189 0.061 -0.009
H -8.014 6.834 -3.099 -0.708 -0.330 -0.281
H -7.945 5.054 -3.492 0.111 -0.021 -0.134
H -6.536 6.254 -3.604 0.281 -0.687 -0.859
H -4.408 2.928 -1.268 0.544 0.279 -0.284
H -5.436 2.713 -0.076 0.152 -0.572 0.608
C 4.141 -4.850 2.764 -0.635 -0.735 -0.211
C 3.008 -3.933 2.168 1.181 -1.034 1.159
C 1.595 -4.599 2.250 1.333 -0.799 -0.567
O 1.578 -5.795 1.449 0.784 0.989 0.291
C 0.370 -6.535 1.566 1.090 0.949 -0.349
N 3.071 -2.655 2.865 -0.718 0.238 -1.246
H 4.019 -5.080 3.823 -0.910 -0.260 0.162
H 5.162 -4.479 2.848 -0.052 0.774 -0.998
H 4.173 -5.775 2.188 0.113 -0.242 0.195
H 3.241 -3.862 1.105 -0.112 0.420 -0.097
H 0.850 -3.897 1.875 -0.176 0.140 0.223
H 1.391 -4.943 3.265 -0.235 0.414 0.383
H -0.432 -5.894 1.197 -0.369 -0.571 0.061
H 0.233 -6.785 2.618 -0.377 -0.359 0.041
H 0.578 -7.394 0.928 -0.619 -0.190 0.216
H 4.029 -2.334 2.893 0.080 -0.003 -0.091
H 2.766 -2.789 3.818 -0.187 0.137 0.193
```
Forces are in eV/Å.

Properties
- Frontier orbital gap: 8.966 eV
- Energy relative to the best compared isomer or geometry (same formula, charge and spin): 540.5 kJ/mol
- Total energy: -4912.45658 Ha

These are the Mulliken partial charges, in e, on atoms 1 to 2: C -1.00; C 2.08